Entry 1:
C2H2AlO4 | the ωB97M-V functional and the def2-TZVPD basis

```
9
Properties=species:S:1:pos:R:3:forces:R:3:mulliken_charge:R:1
C 0.846184 1.800721 0.972277 0.16 1.46 0.65 0.179
O 0.089224 1.843312 -0.018555 0.56 0.49 -0.01 -0.037
H 0.422171 1.869054 1.988030 0.09 -0.52 -0.26 0.277
H 1.935269 1.925206 0.848242 -0.31 -0.35 -0.21 0.311
O 0.376200 -2.665503 -0.062776 -1.76 2.79 -0.61 -0.484
C -0.163533 -1.565626 -0.201364 3.52 -5.96 2.06 0.796
O -0.494322 -1.047351 -1.359231 -1.55 2.88 -1.84 -0.216
O -0.321465 -0.711596 0.813385 -1.46 2.70 -0.33 -0.380
Al -0.857024 0.473662 -0.481636 0.76 -3.49 0.55 0.553
```
Positions in Å, forces in eV/Å.

## Properties
E_tot ... -16885.3680 eV
Total charge ... +1
Largest force on an atom ... 7.2 eV/Å
Molar mass ... 117.0 g/mol
Kohn-Sham gap ... 6.23 eV

Entry 2:
C23H32N2O4 | the ωB97M-V functional and the def2-TZVPD basis

```
61
Properties=species:S:1:pos:R:3:forces:R:3:mulliken_charge:R:1
C -1.692537 -4.408616 0.269034 0.04 -0.21 0.16 -1.011
H -2.513586 -5.073086 0.004058 0.08 0.01 0.05 0.253
O -1.932691 -3.211337 -0.431606 0.05 0.38 -0.21 -0.371
C -1.006333 -2.220510 -0.350823 -0.06 0.14 -0.11 0.647
C 0.115574 -2.255485 0.463846 -0.06 -0.09 0.04 -0.664
C 1.008989 -1.190052 0.497453 -0.14 0.00 -0.32 0.165
C 0.807728 -0.093509 -0.328260 0.07 -0.12 0.20 -0.420
C -0.300596 -0.055358 -1.156668 -0.24 -0.16 -0.08 -0.735
C -1.223876 -1.089113 -1.164065 -0.08 -0.04 -0.01 0.517
O -2.294831 -1.070346 -2.031288 0.57 -0.18 0.04 -0.565
C -3.477109 -0.405040 -1.609156 -0.33 0.33 0.36 -0.118
C -3.305018 1.111087 -1.461477 -0.16 -0.29 -0.15 -0.443
C -4.644052 1.747244 -1.088474 0.25 0.32 -0.04 -1.259
N -5.157902 1.160014 0.131911 -0.08 0.00 -0.37 0.150
C -5.161982 1.896140 1.271572 -0.22 -0.13 0.25 1.159
O -4.836117 3.067925 1.273573 0.12 0.32 0.16 -0.657
C -5.626202 1.200189 2.534863 0.08 0.25 0.02 -1.346
H -5.618701 1.931809 3.338285 0.02 0.00 -0.05 0.338
H -6.636668 0.816045 2.416892 -0.05 -0.12 0.02 0.346
H -4.956963 0.383694 2.796512 -0.01 -0.13 0.03 0.315
C -5.371067 -0.263227 0.023200 0.18 -0.27 0.15 -1.249
H -5.790698 -0.661907 0.944280 -0.04 0.03 -0.08 0.549
C -4.053586 -0.969956 -0.307026 -0.12 -0.06 -0.35 -0.215
H -4.211879 -2.043091 -0.410427 0.01 -0.01 0.01 0.388
H -3.338570 -0.803281 0.502659 0.01 -0.03 0.06 0.240
H -6.089792 -0.441811 -0.786457 -0.03 -0.04 0.10 0.260
H -4.525830 2.817881 -0.914354 -0.08 -0.17 -0.11 0.508
H -5.372654 1.588835 -1.891278 0.00 0.03 0.01 0.343
H -2.939128 1.537766 -2.395990 0.06 0.02 -0.03 0.335
H -2.580146 1.321370 -0.672259 0.01 0.05 0.00 0.341
H -4.175822 -0.608384 -2.430422 0.01 0.06 0.13 0.251
H -0.451464 0.777639 -1.825866 -0.05 0.05 -0.09 0.583
H 1.527445 0.710631 -0.362326 0.11 0.09 0.00 0.333
C 2.212855 -1.312000 1.372632 -0.18 0.24 0.13 0.175
O 2.779347 -2.372827 1.556575 0.10 -0.31 -0.03 -0.679
N 2.598631 -0.157418 1.961419 -0.07 0.27 0.18 -0.078
H 2.089881 0.687841 1.757081 -0.08 -0.15 -0.06 0.242
C 3.876320 -0.007032 2.615816 0.23 0.01 0.09 -0.966
H 3.728034 0.232766 3.675175 0.09 -0.11 -0.09 0.361
H 4.375562 -0.975224 2.548879 -0.05 0.10 0.07 0.436
C 4.702701 1.100897 1.952788 -0.14 -0.31 -0.06 -0.956
C 4.752904 1.008745 0.445085 0.03 0.24 0.18 1.006
C 4.787685 -0.140376 -0.214886 0.10 -0.07 -0.11 -0.551
C 4.783724 -0.256659 -1.707844 -0.10 0.11 -0.13 -0.935
C 4.395198 1.056490 -2.379742 0.29 -0.07 -0.02 -0.510
C 5.157445 2.204069 -1.728528 -0.29 0.10 0.02 -0.899
C 4.739195 2.336036 -0.267517 0.20 -0.12 -0.25 -0.698
H 5.407518 3.029642 0.250657 -0.06 0.04 0.06 0.368
H 3.730565 2.762597 -0.211552 -0.01 0.09 0.08 0.287
H 4.966956 3.141054 -2.255907 0.08 0.01 -0.01 0.368
H 6.228300 1.997903 -1.781798 0.08 0.03 -0.02 0.351
H 4.613234 1.009973 -3.448234 -0.08 0.00 -0.02 0.335
H 3.321769 1.222955 -2.264626 -0.09 0.02 -0.03 0.157
H 4.092114 -1.051223 -2.000356 0.07 -0.04 -0.03 0.310
H 5.781839 -0.562458 -2.039871 -0.03 -0.07 -0.08 0.365
H 4.819848 -1.081063 0.314527 -0.05 -0.13 0.24 0.486
H 5.716378 1.069783 2.361624 -0.01 0.13 0.07 0.329
H 4.273530 2.069776 2.225077 0.05 0.06 0.03 0.405
H 0.331499 -3.105405 1.091379 0.00 -0.12 0.03 0.557
H -0.744910 -4.865462 -0.029892 -0.02 0.02 0.02 0.377
H -1.692062 -4.247531 1.352098 0.02 -0.01 -0.04 0.388
```
Positions in Å, forces in eV/Å.

## Properties
E_tot ... -35541.1557 eV
Structure (SMILES) ... COc1cc(C(=O)NCCC2=CCCCC2)ccc1OC1CCN(C(C)=O)CC1
Total charge ... 0
Largest force on an atom ... 0.6 eV/Å
Molar mass ... 400.5 g/mol
Kohn-Sham gap ... 9.30 eV

Entry 3:
C30H55F6MgNO21 | the ωB97M-V functional and the def2-TZVPD basis

```
114
Properties=species:S:1:pos:R:3:forces:R:3:mulliken_charge:R:1
Mg 0.409304 0.592723 6.387476 0.31 -0.45 -0.52 0.693
C 3.753352 -4.549374 6.263959 -0.69 1.52 0.97 -0.803
C 3.196228 -3.856708 7.560339 -0.83 2.07 -1.33 -0.274
O 2.417657 -2.657289 7.263918 0.90 -2.54 0.28 -0.545
H 2.899145 -4.806236 5.637506 0.09 -0.60 0.17 0.230
H 4.381585 -5.371197 6.607537 -0.08 -0.16 -0.50 0.318
H 4.291384 -3.800202 5.683120 0.40 -0.16 0.14 0.229
H 4.019087 -3.509947 8.185439 0.60 0.17 0.03 0.257
H 2.711238 -4.605205 8.186935 -0.73 0.12 0.04 0.279
C 0.626150 -1.533731 1.083873 -0.53 0.32 0.08 -1.128
C 0.256007 -0.034800 1.273636 1.00 -1.49 2.12 0.608
C -0.635475 0.444428 0.197563 -1.20 0.92 -0.52 -1.266
O -0.219525 0.196826 2.575261 0.30 0.09 -1.13 -0.643
H -0.218880 -2.159195 1.371644 -0.17 0.06 0.13 0.286
H 1.464952 -1.824485 1.716293 0.08 0.09 -0.14 0.320
H 0.806758 -1.759280 0.032868 0.37 0.01 -0.04 0.305
H 1.174769 0.514434 1.067929 0.72 0.43 0.47 0.159
H -0.761494 1.526069 0.245168 -0.23 0.05 0.29 0.310
H -1.602006 -0.039531 0.337919 -0.15 0.03 -0.52 0.317
H -0.186660 0.288047 -0.783359 -0.18 -0.49 -0.04 0.352
C 1.708552 -6.610727 -1.305308 -0.91 0.01 0.53 -1.038
C 0.247567 -6.832331 -0.895727 0.30 -0.48 0.46 -0.300
O -0.694456 -5.999197 -1.598320 1.62 1.22 -0.67 -0.204
C -1.861458 -6.438500 -1.905157 -1.17 -5.97 2.39 0.436
O -2.277770 -7.580252 -1.521139 0.76 4.43 -1.82 -0.613
C -2.633749 -5.503969 -2.800317 -1.49 0.02 0.15 0.854
F -1.936464 -4.390496 -3.049119 -0.31 -0.50 -0.70 -0.223
F -2.974622 -6.205615 -3.907220 0.54 1.09 0.30 -0.237
F -3.788574 -5.118231 -2.207694 0.58 -0.22 -0.27 -0.249
H 2.241040 -7.424438 -0.812960 0.19 0.11 0.11 0.369
H 2.041703 -5.662929 -0.882485 0.31 0.01 -0.48 0.262
H 1.892261 -6.739065 -2.372024 -0.14 0.35 0.02 0.313
H 0.093665 -6.545615 0.144583 0.21 -0.30 0.11 0.270
H 0.018229 -7.891413 -1.013391 -0.48 0.23 -0.11 0.355
C 4.724090 1.077086 -3.148540 -0.46 -0.97 0.04 -1.046
C 5.256824 2.475729 -3.313071 -0.47 0.38 -2.33 -0.208
O 4.259212 3.422317 -2.910141 -1.27 1.18 1.69 -0.203
C 4.347741 4.702890 -3.237327 5.41 1.02 -2.42 0.327
O 5.323596 5.198608 -3.908428 -4.27 -2.08 2.71 -0.561
C 3.230838 5.651286 -2.738628 2.24 -0.47 1.03 0.857
F 2.580335 5.139888 -1.662087 0.12 0.78 -1.14 -0.231
F 3.842301 6.822808 -2.384662 -1.15 -1.07 -0.10 -0.240
F 2.465106 5.849922 -3.774706 -1.41 0.47 -0.16 -0.217
H 3.849898 1.008694 -2.501074 0.29 0.18 0.41 0.278
H 5.471899 0.340933 -2.853638 0.08 0.28 0.38 0.303
H 4.351716 0.677354 -4.091754 0.01 0.27 -0.21 0.308
H 5.202564 2.674948 -4.383336 1.20 -0.19 -0.22 0.268
H 6.262200 2.674838 -2.942016 -0.34 0.21 0.33 0.365
C -3.272829 -4.368696 4.454160 0.48 -1.02 0.72 -0.587
O -3.033403 -5.773433 4.102872 1.18 -0.67 1.15 -0.299
C -2.183510 -6.546424 4.929386 0.57 1.65 -0.16 0.754
O -1.704705 -6.225298 6.006434 -1.36 -0.38 -1.56 -0.575
O -1.853265 -7.636982 4.228361 -0.69 1.20 0.01 -0.271
C -1.381949 -8.841025 4.848784 0.02 0.20 -1.12 -0.626
H -3.918702 -4.337596 5.331658 -0.05 0.07 -0.07 0.276
H -3.747483 -3.866638 3.611116 0.10 -0.44 -0.03 0.223
H -2.331868 -3.880955 4.708757 0.01 -0.04 -0.10 0.290
H -1.108834 -8.743264 5.899467 -0.56 -0.01 -0.06 0.333
H -0.500349 -9.135049 4.279195 0.13 0.08 0.15 0.221
H -2.179291 -9.507460 4.519826 0.18 -0.63 1.07 0.259
C -0.306203 12.140432 -3.364392 -0.42 -0.60 0.52 -0.603
O -0.915751 10.837700 -3.037110 0.41 0.62 0.69 -0.290
C -1.043459 10.578913 -1.732913 -0.75 -0.56 1.94 0.779
O -0.573582 11.197974 -0.783885 -0.84 -1.12 -1.98 -0.555
O -1.886694 9.460449 -1.624105 1.28 1.04 -1.60 -0.306
C -2.316849 8.958434 -0.393551 -0.09 0.11 1.76 -0.641
H -0.880518 12.934154 -2.886612 -0.27 -0.07 -0.29 0.305
H -0.350049 12.161980 -4.453302 0.12 0.20 0.28 0.213
H 0.699124 12.258055 -2.959937 0.07 -0.50 -0.22 0.290
H -3.377757 8.708298 -0.390919 -0.26 0.87 -0.45 0.240
H -2.053087 9.660448 0.397462 -0.32 0.07 0.07 0.314
H -1.942768 7.989954 -0.061554 1.08 -0.07 -0.71 0.255
C -4.029380 1.436243 -4.964594 0.89 -1.17 -0.50 -0.605
O -3.346181 0.702005 -6.058378 -1.51 -0.28 -0.02 -0.307
C -4.130453 -0.129138 -6.856680 -1.05 2.19 1.11 0.748
O -5.337188 -0.293713 -6.745337 2.08 -0.15 -0.12 -0.548
O -3.317723 -0.524611 -7.815450 -0.28 -1.04 -1.24 -0.283
C -3.867578 -1.341143 -8.888562 -0.35 -0.92 0.23 -0.667
H -4.290672 0.692161 -4.212145 -0.47 0.19 -0.07 0.287
H -4.868431 2.042811 -5.305416 0.04 -0.33 -0.11 0.284
H -3.255850 2.063840 -4.522000 -0.02 0.02 -0.31 0.227
H -3.048720 -1.684626 -9.520684 0.11 0.56 0.18 0.262
H -4.671739 -0.911606 -9.486004 0.37 0.89 0.18 0.298
H -4.345021 -2.255603 -8.536563 0.20 0.02 0.68 0.306
C 7.187475 1.503666 2.614487 -1.64 0.23 -0.19 -0.643
O 8.314363 0.782104 2.994800 1.34 -0.63 1.35 -0.282
C 8.308586 0.020100 4.107308 -3.13 -0.80 1.83 0.781
O 7.278110 -0.194723 4.870048 5.21 0.97 -3.39 -0.597
O 9.573947 -0.500295 4.184947 -1.50 0.26 1.27 -0.285
C 9.837703 -1.312150 5.369471 -0.54 -0.19 -0.02 -0.620
H 6.598021 0.844271 1.977428 -0.25 0.25 -0.10 0.268
H 7.458650 2.408573 2.070705 0.47 -0.31 -0.08 0.243
H 6.564246 1.835796 3.444775 0.14 -0.31 0.23 0.317
H 8.987399 -1.970215 5.548455 0.14 -0.16 -0.22 0.299
H 9.956762 -0.752396 6.297153 -0.01 0.59 -0.34 0.286
H 10.760115 -1.869411 5.206016 -0.23 0.11 -0.36 0.233
C -6.329805 3.417994 2.927998 -0.05 1.87 1.26 -0.649
O -7.400710 4.060201 2.223194 -2.63 0.51 0.11 -0.289
C -8.567588 4.421400 2.940416 0.63 -1.04 0.63 0.748
O -8.890597 4.007661 4.048796 0.96 0.91 -2.24 -0.540
O -9.297499 5.287207 2.185603 4.08 -2.56 -0.79 -0.272
C -10.414933 5.823383 2.693596 -2.65 1.89 1.69 -0.678
H -5.409298 3.817656 2.502516 -0.11 -0.41 -0.45 0.269
H -6.308505 2.332751 3.027482 -0.55 0.15 -0.34 0.258
H -6.387000 3.926764 3.890281 0.36 -0.80 0.57 0.307
H -11.092012 6.013823 1.860894 -0.18 -0.21 0.22 0.232
H -10.208824 6.781312 3.171085 0.26 0.40 -0.22 0.278
H -10.873244 5.294112 3.529012 -0.11 -0.71 -0.45 0.335
C 1.685154 -3.989423 -6.149581 -0.02 -0.12 -0.44 -0.591
C 1.133351 -4.776190 -7.226439 -1.40 -2.83 -2.30 0.282
N 0.730976 -5.416705 -8.121631 0.93 1.66 2.14 -0.387
H 1.930246 -3.114062 -6.751054 0.37 0.71 1.06 0.237
H 2.559037 -4.485309 -5.727057 0.10 0.20 -0.20 0.253
H 0.960769 -3.848355 -5.347425 -0.01 0.39 -0.25 0.209
```
Positions in Å, forces in eV/Å.

## Properties
E_tot ... -98225.8272 eV
Total charge ... 0
Largest force on an atom ... 6.5 eV/Å
Molar mass ... 904.0 g/mol
Kohn-Sham gap ... 2.71 eV

Entry 4:
C4H14N2O2 | the ωB97M-V functional and the def2-TZVPD basis

```
22
Properties=species:S:1:pos:R:3:forces:R:3:mulliken_charge:R:1
C 0.689532 -0.187978 0.931555 -0.82 0.80 -0.25 -0.474
N -0.711989 -0.098041 1.494729 0.67 1.77 -1.08 -0.461
C -1.358058 -1.391267 1.554622 1.05 1.60 -0.94 -0.327
O -1.573726 -1.713022 0.237796 0.30 -4.57 -4.95 -0.552
C 0.986239 1.110358 0.020483 -0.01 0.32 -1.52 0.478
C 1.727258 2.133172 0.891132 -0.41 2.84 -0.59 -1.311
N 1.811966 0.835666 -1.167586 -2.60 2.31 -3.44 -0.693
H 1.406862 -0.174670 1.820872 -0.76 -0.28 -1.40 0.216
H 0.792902 -1.109052 0.273420 0.10 1.03 0.84 0.252
H -1.220542 0.525436 0.765913 0.64 -1.68 1.87 0.279
H -0.685520 -2.116862 1.970647 -0.06 -0.24 1.11 0.386
H -2.343559 -1.240528 1.941936 -0.36 -0.34 1.17 0.265
H -1.181735 -2.622621 -0.187338 -1.39 3.34 2.29 0.321
H 0.109983 1.696890 -0.501309 0.84 -1.50 1.66 0.288
H 2.211416 3.027970 0.308904 -0.98 -1.88 0.45 0.318
H 0.863145 2.707479 1.432345 2.02 -1.38 0.24 0.284
H 2.608961 1.682194 1.417458 -1.28 0.43 0.24 0.331
H 2.399838 0.124470 -1.118403 3.68 -3.80 1.45 0.185
H 1.475608 0.594014 -2.182947 -0.63 1.24 2.83 0.228
H -1.242925 -1.342115 -3.031817 0.30 -0.24 0.87 0.304
H -1.236848 0.135844 -2.432797 0.81 1.04 2.82 0.305
O -1.417182 -0.416669 -3.132000 -1.10 -0.80 -3.66 -0.621
```
Positions in Å, forces in eV/Å.

## Properties
E_tot ... -11447.1404 eV
Structure (SMILES) ... C[C@@H](N)CNCO.O
Total charge ... 0
Largest force on an atom ... 6.7 eV/Å
Molar mass ... 122.2 g/mol
Kohn-Sham gap ... 9.37 eV

For reference, HOMO by record: -14.132 -8.679 -7.348 -8.932 eV.
For reference, LUMO level by record: -7.90 0.62 -4.64 0.43 eV.